1.
The following is a quantum chemistry calculation of a molecular structure, C20H16Cl2IN4O8SSc, from the OMol25 dataset.

Strongest force on any atom, eV/A: 1.0
E_tot, eV: -108028.8549
E_LUMO, eV: -0.5
Relative energy (zero: lowest compared OMol25 entry of this formula, charge and spin), kJ/mol: 50.65

Geometry (Å):
Sc  -0.5719  0.0205  0.0055
O  -1.4802  1.4435  1.1506
N  -1.3241  1.8311  2.4101
C  -1.7435  3.0522  2.7674
C  -1.6535  3.4922  4.0616
C  -1.1086  2.6394  5.0235
C  -0.6870  1.3894  4.6504
C  -0.7795  0.9645  3.3135
S  -0.2786  -0.5546  2.7498
H  -2.1578  3.6509  1.9739
H  -2.0107  4.4735  4.3197
H  -1.0214  2.9677  6.0461
H  -0.2731  0.6942  5.3614
C  2.7221  -1.8810  1.4524
C  2.8051  -0.6076  0.7037
N  1.7606  0.0713  0.2626
C  2.2494  1.1635  -0.4081
C  3.6247  1.1448  -0.3617
N  3.9464  0.0157  0.3470
C  4.6807  2.0517  -0.8826
O  4.2747  3.1206  -1.5193
O  5.8445  1.7800  -0.6967
C  1.2733  2.0736  -1.0922
O  1.6913  3.0729  -1.6836
O  0.0712  1.6935  -1.0090
H  1.6757  -2.1815  1.5119
H  3.1107  -1.7636  2.4629
H  3.2855  -2.6603  0.9409
H  4.9015  -0.2532  0.5293
H  3.2641  3.1984  -1.6231
Cl  0.8782  -4.2320  -6.0312
C  0.5963  -3.4780  -4.5040
C  1.0769  -4.1096  -3.3469
C  0.8831  -3.5244  -2.1254
Cl  1.4646  -4.2873  -0.6989
C  0.1654  -2.2944  -1.9536
O  0.0015  -1.7701  -0.8054
C  -0.3509  -1.7190  -3.1631
C  -1.1659  -0.5575  -3.0676
O  -1.5507  -0.0306  -2.0169
C  -0.1010  -2.3048  -4.4194
H  1.5926  -5.0547  -3.4276
H  -1.4998  -0.1235  -4.0261
H  -0.4915  -1.8368  -5.3096
N  -4.6946  -1.2009  0.8022
C  -3.6608  -0.5178  0.2965
O  -2.5085  -0.9310  0.3958
C  -3.9774  0.7701  -0.4182
I  -4.8709  2.1470  0.9516
H  -4.5079  -2.0523  1.3081
H  -5.6371  -0.8473  0.7984
H  -4.6813  0.6195  -1.2355
H  -3.0534  1.2324  -0.7715

Mulliken atomic charge list, values in e, 2 entries: 0.184, -0.254



2.
The following is a quantum chemistry calculation of a gas-phase ion, C2H10BrN4 (charge +1), from the OMol25 dataset.

Strongest force on any atom, eV/A: 3.6
SMILES: CN([NH3+])[C@H](N)NBr
Net charge: +1
E_tot, eV: -78229.4085
E_LUMO, eV: -4.0
Relative energy (zero: lowest compared OMol25 entry of this formula, charge and spin), kJ/mol: 108.79

Geometry (Å):
C  0.8347  -1.3449  -1.0300
N  -0.1487  -0.6638  -0.1535
N  0.2048  -0.9059  1.2099
C  -0.2831  0.7443  -0.4522
N  0.7092  1.4739  0.3335
N  -1.5611  1.0810  0.3057
Br  -3.1090  -0.1747  -0.1016
H  1.4520  -2.0143  -0.5339
H  0.2194  -1.7585  -1.8644
H  1.4526  -0.5985  -1.4709
H  -0.7217  -0.8441  1.8401
H  1.0346  -0.2723  1.4840
H  0.5105  -1.9257  1.0400
H  -0.1361  0.9516  -1.5165
H  0.1185  2.0228  1.0279
H  1.2608  2.1392  -0.2711
H  -1.8375  2.0898  0.1531

Mulliken atomic charge list, values in e, 2 entries: -1.073, -0.101



3.
The following is a quantum chemistry calculation of 2 unconnected molecules or ions with the total composition C2H9N2, from the OMol25 dataset.

Strongest force on any atom, eV/A: 1.9
E_tot, eV: -5196.1615
E_LUMO (alpha / beta), eV: 0.8 / 0.5
Relative energy (zero: lowest compared OMol25 entry of this formula, charge and spin), kJ/mol: 206.29
Multiplicity: 2

Geometry (Å):
N  -0.7291  -1.0988  -2.1857
H  -0.0866  -0.4227  -0.3857
H  -0.4500  -0.4764  -2.9394
H  -1.6257  -1.4490  -2.5172
H  -0.0792  -1.8847  -2.2141
C  1.1846  0.8431  2.0805
C  0.5290  1.0715  0.9241
N  -0.4348  0.0526  0.4632
H  1.2482  -0.1741  2.4556
H  1.9132  1.5146  2.5041
H  0.5462  2.0035  0.3853
H  -0.6910  -0.4527  1.3367
H  -1.3245  0.4731  0.0925

Mulliken atomic charge list, values in e, 2 entries: -1.066, 0.438



4.
The following is a quantum chemistry calculation of 3 unconnected molecules or ions with the total composition C4H10N2O, from the OMol25 dataset.

Strongest force on any atom, eV/A: 3.8
E_tot, eV: -9335.0158
E_LUMO, eV: 0.8
Relative energy (zero: lowest compared OMol25 entry of this formula, charge and spin), kJ/mol: 383.21

Geometry (Å):
C  2.0258  0.8677  0.3315
C  0.8256  -0.0217  0.4692
C  0.7095  -0.9843  1.3973
H  1.1873  -1.0968  -1.3507
H  2.1520  1.1323  -0.7173
H  1.8886  1.7954  0.8861
H  2.9125  0.3728  0.7202
H  1.5913  -1.4311  1.8231
H  -0.2402  -1.4451  1.6184
C  -1.3669  0.2224  -0.4715
N  -2.6019  0.4952  0.0434
N  -1.1200  -0.4037  -1.5640
O  -0.3803  0.7618  0.2436
H  -2.6455  1.1462  0.8128
H  -3.4048  0.4631  -0.5623
H  -1.9066  -0.8835  -1.9857
H  0.3736  -0.9909  -1.6941

Mulliken atomic charge list, values in e, 2 entries: -1.078, 0.468



5.
The following is a quantum chemistry calculation of a molecular structure, C40H34CaN5P2Se3, from the OMol25 dataset.

Strongest force on any atom, eV/A: 1.5
Net charge: +1
E_tot, eV: -282537.3575
E_LUMO, eV: -2.5
Relative energy (zero: lowest compared OMol25 entry of this formula, charge and spin), kJ/mol: 0.00

Geometry (Å):
Ca  0.3427  0.2788  -0.2997
C  -0.6393  -1.6412  2.0164
C  0.5513  -1.1044  2.4982
C  1.7514  -1.3671  1.8392
C  1.7636  -2.1882  0.7132
C  0.5694  -2.7254  0.2324
C  -0.6314  -2.4437  0.8791
H  -1.5702  -1.4373  2.5279
H  0.5436  -0.4795  3.3812
H  2.6763  -0.9462  2.2110
H  2.6947  -2.4095  0.2104
H  0.5810  -3.3614  -0.6417
H  -1.5561  -2.8672  0.5112
Se  -3.7247  5.7308  -2.5512
P  -2.2891  4.7334  -3.7035
C  -2.9843  3.9934  -5.2020
C  -3.9150  2.9655  -5.0467
C  -4.5151  2.3996  -6.1581
C  -4.1987  2.8644  -7.4320
C  -3.2897  3.8981  -7.5871
C  -2.6799  4.4651  -6.4715
C  -0.9151  5.8052  -4.2210
C  -0.9664  7.1501  -3.8687
C  0.0539  8.0148  -4.2497
C  1.1241  7.5376  -4.9886
C  1.1791  6.1937  -5.3463
C  0.1687  5.3234  -4.9638
C  -1.4635  3.3052  -2.9201
C  -1.2565  2.7951  -1.6439
N  -0.5034  1.6687  -1.8057
N  -0.2706  1.5047  -3.1102
N  -0.8324  2.4690  -3.7849
P  -1.6919  3.2455  0.0535
Se  -1.3487  1.5864  1.4078
C  -0.6991  4.6737  0.5116
C  -0.0709  4.7325  1.7534
C  0.6616  5.8599  2.1032
C  0.7647  6.9246  1.2190
C  0.1388  6.8668  -0.0206
C  -0.5922  5.7453  -0.3773
C  -3.4210  3.6858  0.1015
C  -4.3466  2.7957  -0.4380
C  -5.6933  3.1083  -0.4037
C  -6.1134  4.2989  0.1808
C  -5.1908  5.1705  0.7393
C  -3.8376  4.8670  0.6997
H  -4.1783  2.6237  -4.0518
H  -5.2381  1.6028  -6.0355
H  -4.6708  2.4240  -8.3017
H  -3.0552  4.2715  -8.5763
H  -1.9776  5.2787  -6.5988
H  -1.8174  7.5127  -3.3036
H  0.0037  9.0621  -3.9771
H  1.9145  8.2126  -5.2945
H  2.0090  5.8237  -5.9328
H  0.2140  4.2768  -5.2445
H  -0.1581  3.9047  2.4429
H  1.1500  5.9053  3.0682
H  1.3304  7.8053  1.4979
H  0.2137  7.6972  -0.7119
H  -1.0971  5.7217  -1.3351
H  -4.0140  1.8686  -0.8889
H  -6.4181  2.4282  -0.8320
H  -7.1676  4.5461  0.1992
H  -5.5217  6.0962  1.1926
H  -3.1139  5.5564  1.1160
C  0.3936  -0.8677  -5.0953
N  1.4583  0.0991  -4.8709
C  2.1271  0.2778  -3.7274
Se  2.0935  -0.8115  -2.2119
N  2.9326  1.3378  -3.8949
C  2.7787  1.8737  -5.1740
C  3.3932  2.9293  -5.8289
C  3.0050  3.1533  -7.1391
C  2.0368  2.3548  -7.7636
C  1.4325  1.3007  -7.1017
C  1.8309  1.0805  -5.7936
H  0.1318  -1.3143  -4.1440
H  0.7232  -1.6406  -5.7872
H  -0.4711  -0.3463  -5.5007
H  3.5383  1.6754  -3.1669
H  4.1385  3.5466  -5.3425
H  3.4637  3.9601  -7.6968
H  1.7621  2.5619  -8.7893
H  0.6899  0.6801  -7.5856

Mulliken atomic charge list, values in e, 2 entries: 1.403, -0.517